# 1
ORCA calculation (ωB97M-V/def2-TZVPD) on a cluster of 5 separate species, C47H84ClFIN6O13P in total at a distorted geometry.

Results
spin multiplicity = 1
gap between HOMO and LUMO = 9.02 eV
largest force on an atom = 1.11 eV/A
DFT total energy = -4346.701512 Ha

Last column: Mulliken charge in e.
Element x y z (Å)
C -3.42 -1.76 -3.70  -0.163
C -4.21 -2.44 -3.11  -1.593
C -5.03 -3.45 -2.42  1.947
C -6.50 -2.96 -2.46  -1.091
C -7.05 -2.72 -3.87  -0.527
F -8.37 -3.14 -3.91  -0.424
C -4.86 -4.79 -3.15  -0.414
C -6.02 -5.75 -2.95  -0.095
O -6.84 -5.90 -3.80  -0.453
I -6.23 -6.89 -1.15  0.082
O -4.73 -3.54 -1.03  -0.056
C -3.36 -3.60 -0.68  -0.802
P -3.00 -5.25 0.16  0.863
N -2.33 -6.33 -0.76  -0.954
C -3.01 -2.49 0.34  -0.414
Cl -3.55 -0.86 -0.23  -0.227
O -1.61 -2.54 0.37  0.066
C -0.93 -1.44 0.90  -0.097
O -1.13 -1.03 2.00  -0.519
C 0.10 -0.88 -0.01  0.813
C 1.07 -1.71 -0.55  -0.224
C 2.07 -1.19 -1.35  -0.603
C 2.08 0.17 -1.63  -0.618
C 1.11 1.01 -1.10  -1.056
C 0.12 0.47 -0.29  -0.188
O -3.49 -2.79 1.59  -0.099
C -4.88 -2.47 1.88  0.079
N -4.92 -1.30 2.73  -0.607
C -5.46 -3.68 2.59  -0.046
C -6.46 -4.41 1.97  -0.036
C -6.98 -5.54 2.60  -0.765
C -6.48 -5.91 3.83  -0.390
C -5.48 -5.18 4.45  -0.718
C -4.96 -4.06 3.83  -0.374
H -2.70 -1.18 -4.25  0.531
H -7.14 -3.61 -1.87  0.335
H -6.48 -2.00 -1.94  0.594
H -7.08 -1.64 -4.06  0.331
H -6.47 -3.19 -4.66  0.321
H -3.92 -5.28 -2.88  0.325
H -4.83 -4.62 -4.23  0.543
H -2.68 -3.59 -1.53  0.996
H -4.26 -5.60 0.68  -0.154
H -2.19 -4.99 1.28  0.007
H -2.14 -6.00 -1.70  0.253
H 1.07 -2.77 -0.32  0.462
H 2.83 -1.84 -1.77  0.470
H 2.88 0.57 -2.24  0.430
H 1.14 2.06 -1.31  0.692
H -0.62 1.13 0.15  0.536
H -5.44 -2.34 0.96  0.407
H -5.72 -1.38 3.35  0.304
H -4.99 -0.46 2.18  0.277
H -6.82 -4.11 0.99  0.245
H -7.75 -6.12 2.11  0.519
H -6.87 -6.80 4.32  0.380
H -5.07 -5.48 5.41  0.403
H -4.16 -3.47 4.26  0.459
C 4.52 6.72 2.30  -0.952
O 4.38 5.60 3.16  -0.240
C 3.51 5.82 4.27  -0.837
C 2.25 5.00 4.14  -0.260
N 1.41 5.48 3.05  -0.295
C 0.28 4.61 2.71  -0.996
C 0.59 3.21 2.19  -0.238
O 1.20 3.19 0.91  -0.330
C 2.61 3.34 0.91  -0.632
H 5.31 6.49 1.59  0.253
H 3.60 6.92 1.74  0.370
H 4.80 7.62 2.86  0.427
H 3.28 6.88 4.38  0.407
H 4.04 5.50 5.17  0.411
H 1.69 5.06 5.07  0.415
H 2.55 3.95 4.00  0.173
H 1.98 5.61 2.22  0.097
H -0.30 5.13 1.95  0.400
H -0.36 4.52 3.60  0.436
H -0.37 2.70 2.07  0.263
H 1.17 2.62 2.90  0.345
H 3.06 2.91 1.81  0.275
H 2.91 4.39 0.82  0.167
H 3.00 2.80 0.05  0.391
C 3.65 -6.98 3.99  -0.714
O 4.42 -5.91 4.50  -0.344
C 5.77 -5.90 4.07  -0.815
C 6.04 -4.72 3.15  -0.181
N 5.35 -4.89 1.87  -0.312
C 5.37 -3.70 1.02  -0.806
C 4.67 -2.45 1.51  -0.622
O 3.26 -2.56 1.60  -0.170
C 2.76 -3.13 2.80  -0.720
H 2.69 -6.96 4.51  0.238
H 3.46 -6.88 2.92  0.298
H 4.13 -7.94 4.18  0.345
H 6.03 -6.84 3.58  0.406
H 6.40 -5.79 4.96  0.394
H 7.11 -4.65 2.97  0.377
H 5.72 -3.81 3.68  0.173
H 4.39 -5.15 2.04  0.075
H 4.91 -3.99 0.07  0.412
H 6.41 -3.45 0.79  0.427
H 4.85 -1.66 0.77  0.333
H 5.08 -2.08 2.46  0.392
H 3.40 -2.89 3.66  0.352
H 2.65 -4.21 2.72  0.208
H 1.77 -2.70 2.97  0.264
C -8.76 -1.21 -6.63  -0.726
O -7.95 -0.13 -6.18  -0.363
C -6.60 -0.20 -6.62  -0.674
C -6.29 0.91 -7.60  -0.270
N -6.98 0.70 -8.86  -0.315
C -6.92 1.84 -9.78  -0.713
C -7.58 3.14 -9.36  -0.465
O -8.99 3.08 -9.26  -0.426
C -9.50 2.61 -8.03  -0.529
H -9.71 -1.14 -6.11  0.224
H -8.95 -1.15 -7.71  0.331
H -8.30 -2.17 -6.39  0.315
H -6.37 -1.17 -7.05  0.409
H -5.96 -0.06 -5.73  0.303
H -5.21 0.94 -7.78  0.393
H -6.57 1.86 -7.12  0.199
H -7.95 0.49 -8.68  0.081
H -7.40 1.52 -10.71  0.372
H -5.87 2.03 -10.02  0.401
H -7.37 3.88 -10.14  0.355
H -7.15 3.54 -8.43  0.338
H -8.85 2.88 -7.19  0.267
H -9.65 1.53 -8.04  0.170
H -10.48 3.08 -7.88  0.307
C 7.11 5.86 4.46  -0.599
O 8.41 5.96 4.99  -0.386
C 9.17 4.75 4.94  -0.746
C 10.31 4.87 3.95  -0.235
N 9.82 4.93 2.58  -0.269
C 10.83 5.27 1.59  -0.686
C 11.48 6.64 1.67  -0.475
O 10.61 7.72 1.40  -0.422
C 9.85 8.19 2.50  -0.410
H 6.59 6.79 4.69  0.254
H 7.12 5.72 3.37  0.278
H 6.55 5.03 4.91  0.285
H 8.52 3.90 4.69  0.367
H 9.58 4.58 5.94  0.400
H 10.96 3.99 4.06  0.387
H 10.89 5.76 4.23  0.176
H 9.07 5.61 2.53  -0.020
H 10.35 5.19 0.61  0.376
H 11.61 4.51 1.62  0.396
H 12.25 6.68 0.90  0.343
H 12.00 6.80 2.63  0.348
H 10.39 8.08 3.44  0.266
H 8.89 7.68 2.58  0.069
H 9.65 9.25 2.34  0.293

# 2
ORCA calculation (ωB97M-V/def2-TZVPD) on a cluster of 6 separate species, C47H85F9NO2PS in total at a distorted geometry.

Results
spin multiplicity = 1
gap between HOMO and LUMO = 8.02 eV
largest force on an atom = 1.25 eV/A
DFT total energy = -3685.442759 Ha

Last column: Mulliken charge in e.
Element x y z (Å)
C 1.73 1.62 2.64  -1.117
P 1.76 2.97 1.41  0.587
C 1.48 4.49 2.41  -1.382
C 0.18 2.86 0.48  0.532
C -1.06 3.12 1.06  -0.338
C -2.26 3.05 0.34  -0.453
C -3.53 3.40 1.08  1.007
F -3.39 3.14 2.40  -0.310
F -3.79 4.72 0.97  -0.349
C -4.81 2.64 0.67  0.487
F -5.84 3.21 1.35  -0.314
F -5.07 2.80 -0.63  -0.297
C -4.79 1.12 1.03  0.795
F -3.56 0.70 1.34  -0.285
F -5.20 0.43 -0.05  -0.319
C -5.74 0.71 2.18  0.598
F -5.50 -0.58 2.44  -0.301
F -5.52 1.39 3.29  -0.265
F -7.00 0.82 1.82  -0.188
C -2.23 2.70 -1.00  -0.934
C -1.00 2.41 -1.57  0.579
C 0.18 2.51 -0.87  0.109
C 1.30 2.15 -1.82  -0.480
O 2.46 2.39 -1.76  -0.467
N 0.67 1.51 -2.96  0.196
C 0.65 0.03 -2.91  -0.699
C 1.95 -0.56 -2.39  -0.775
C 1.97 -0.69 -0.86  0.174
S 1.62 -2.43 -0.43  -0.239
C -0.68 2.00 -2.97  -0.207
O -1.36 2.08 -3.94  -0.544
H 2.16 0.72 2.21  0.241
H 2.38 1.94 3.46  0.347
H 0.75 1.42 3.07  0.461
H 2.42 4.88 2.75  0.414
H 1.00 5.23 1.77  0.469
H 0.83 4.32 3.27  0.334
H -1.09 3.39 2.10  0.576
H -3.12 2.64 -1.60  0.736
H 0.49 -0.32 -3.92  0.489
H -0.18 -0.35 -2.29  0.251
H 1.99 -1.58 -2.77  0.047
H 2.83 -0.06 -2.76  0.470
H 1.21 -0.09 -0.39  -0.065
H 2.95 -0.44 -0.47  0.325
H 1.67 -2.32 0.91  0.142
C 5.63 2.76 2.60  -1.164
C 5.09 3.19 3.96  0.228
C 5.98 4.22 4.67  -0.887
C 7.39 3.73 5.00  -0.800
C 7.45 2.47 5.87  -0.344
C 6.82 2.65 7.24  -1.194
H 6.60 2.27 2.69  0.410
H 4.95 2.05 2.13  0.240
H 5.74 3.61 1.94  0.283
H 4.95 2.31 4.60  0.302
H 4.10 3.63 3.83  -0.132
H 5.48 4.54 5.59  0.342
H 6.06 5.11 4.04  0.412
H 7.93 4.53 5.51  0.407
H 7.94 3.54 4.07  0.309
H 8.50 2.19 5.99  0.386
H 6.97 1.64 5.35  0.235
H 7.31 3.46 7.79  0.296
H 6.92 1.74 7.84  0.376
H 5.76 2.89 7.18  0.281
C 6.37 -4.51 -6.29  -1.291
C 6.29 -3.01 -6.05  -0.136
C 5.35 -2.62 -4.91  -0.752
C 3.89 -3.01 -5.13  -0.189
C 3.24 -2.44 -6.39  -0.489
C 3.19 -0.91 -6.41  -0.924
H 5.41 -4.93 -6.58  0.417
H 7.08 -4.74 -7.09  0.381
H 6.71 -5.03 -5.39  0.226
H 5.99 -2.50 -6.98  0.278
H 7.29 -2.64 -5.81  0.121
H 5.42 -1.54 -4.74  0.328
H 5.70 -3.09 -3.99  0.420
H 3.31 -2.68 -4.26  -0.173
H 3.80 -4.10 -5.15  0.359
H 2.22 -2.83 -6.46  0.404
H 3.77 -2.80 -7.28  0.296
H 2.63 -0.53 -5.55  0.012
H 2.69 -0.56 -7.32  0.396
H 4.18 -0.47 -6.40  0.296
C -11.34 3.13 6.19  -1.190
C -10.79 1.76 6.59  -0.440
C -9.34 1.53 6.16  -0.988
C -9.11 1.56 4.65  -0.190
C -9.93 0.56 3.85  -0.082
C -9.63 -0.90 4.20  -1.006
H -11.35 3.25 5.10  0.284
H -12.36 3.26 6.54  0.385
H -10.73 3.93 6.62  0.293
H -11.43 0.98 6.19  0.247
H -10.85 1.67 7.68  0.392
H -9.00 0.58 6.57  0.331
H -8.71 2.30 6.63  0.451
H -8.05 1.38 4.47  -0.133
H -9.31 2.57 4.27  0.390
H -9.72 0.71 2.79  0.070
H -11.00 0.75 3.97  0.364
H -8.57 -1.12 4.04  0.192
H -10.21 -1.57 3.58  0.215
H -9.87 -1.12 5.24  0.411
C -12.24 -3.78 -1.74  -1.199
C -10.72 -3.91 -1.70  -0.445
C -10.15 -4.01 -0.29  -0.871
C -10.40 -2.78 0.59  -0.542
C -9.87 -1.47 0.02  -0.297
C -8.36 -1.45 -0.15  -1.054
H -12.57 -2.86 -1.25  0.283
H -12.60 -3.74 -2.77  0.380
H -12.72 -4.62 -1.24  0.294
H -10.26 -3.08 -2.24  0.239
H -10.43 -4.82 -2.25  0.401
H -9.08 -4.20 -0.35  0.342
H -10.58 -4.88 0.21  0.426
H -9.95 -2.96 1.57  0.273
H -11.48 -2.68 0.78  0.350
H -10.16 -0.66 0.71  0.170
H -10.36 -1.24 -0.93  0.354
H -7.86 -1.63 0.80  0.191
H -8.03 -0.48 -0.53  0.313
H -8.03 -2.21 -0.86  0.384
C 10.14 -4.72 -4.33  -1.294
C 10.10 -3.30 -4.89  0.100
C 11.49 -2.75 -5.22  -0.921
C 12.44 -2.62 -4.03  -0.764
C 11.92 -1.76 -2.88  -0.359
C 11.67 -0.31 -3.28  -1.186
H 10.69 -4.78 -3.39  0.334
H 9.12 -5.08 -4.13  0.329
H 10.61 -5.41 -5.03  0.309
H 9.59 -2.64 -4.18  0.264
H 9.50 -3.30 -5.80  0.170
H 11.37 -1.77 -5.70  0.337
H 11.96 -3.40 -5.97  0.408
H 13.39 -2.21 -4.38  0.398
H 12.67 -3.62 -3.64  0.314
H 12.65 -1.79 -2.07  0.372
H 10.99 -2.19 -2.47  0.247
H 12.59 0.15 -3.65  0.296
H 11.33 0.28 -2.42  0.372
H 10.91 -0.22 -4.05  0.279

# 3
ORCA calculation (ωB97M-V/def2-TZVPD) on a cluster of 6 separate species, C47H86F2N7O8S3 in total at a distorted geometry.

Results
spin multiplicity = 1
gap between HOMO and LUMO = 7.23 eV
largest force on an atom = 7.47 eV/A
charge = +1
DFT total energy = -4221.215519 Ha

Last column: Mulliken charge in e.
Element x y z (Å)
C -2.34 2.31 8.82  -1.193
C -1.23 2.60 7.70  0.739
C -0.57 4.00 7.66  -0.604
C 0.47 4.24 6.50  -0.704
C 0.78 3.09 5.48  -0.069
C 0.15 1.69 5.57  0.290
C 0.43 0.45 4.58  -0.358
N 0.89 0.83 3.23  0.575
C 0.16 0.39 2.05  -0.145
N -0.92 -0.35 1.85  0.045
C -1.49 -0.72 0.51  -1.050
C -1.73 -2.34 0.46  0.533
N -2.54 -2.85 1.60  -0.596
N -2.52 -2.65 -0.78  -0.525
N -0.44 -3.10 0.33  -0.467
N 0.97 0.92 0.90  -0.104
C 2.24 1.55 1.46  0.068
C 1.67 3.07 1.65  -1.042
C 1.61 3.93 0.30  -0.073
F 1.47 3.19 -0.92  -0.370
C 3.58 1.51 0.59  -0.744
C 4.63 2.68 0.83  -0.462
C 5.53 2.77 -0.54  -0.526
S 4.62 3.52 -1.97  -0.135
C 5.20 2.71 -3.56  -0.201
S 6.14 3.69 -4.56  -0.106
N 4.89 1.31 -3.92  0.101
C 6.16 0.49 -4.02  -0.343
C 5.91 -1.02 -4.53  -0.460
O 4.50 -1.32 -4.75  -0.413
C 4.08 -0.36 -5.76  -0.407
C 4.27 1.19 -5.27  -0.493
C 2.30 0.61 2.80  0.027
C 2.47 -0.97 2.70  -0.826
C 2.74 -1.64 1.29  -0.444
C 4.24 -2.25 1.18  -0.471
F 4.42 -2.62 -0.22  -0.338
S 3.73 1.13 3.88  1.850
C 3.65 0.42 5.62  -0.764
O 3.89 2.62 4.06  -0.742
O 5.08 0.64 3.35  -0.662
C -0.90 1.45 6.72  -0.878
H -2.09 2.87 9.78  0.349
H -3.34 2.71 8.39  0.276
H -2.48 1.19 8.95  0.303
H -0.77 4.86 8.38  0.335
H 1.02 5.24 6.38  0.348
H 1.52 3.34 4.65  0.187
H -0.61 -0.04 4.46  0.342
H 1.06 -0.38 5.08  0.250
H -1.43 -0.71 2.67  0.370
H -0.73 -0.52 -0.35  0.411
H -2.47 -0.16 0.35  0.246
H -1.93 -3.05 2.40  0.257
H -3.25 -2.17 1.90  0.281
H -2.69 -3.67 -0.85  0.175
H -1.96 -2.34 -1.59  0.272
H -0.19 -3.58 1.21  0.241
H -0.52 -3.85 -0.37  0.254
H 0.27 1.57 0.52  0.523
H 2.28 3.68 2.40  0.479
H 0.59 3.08 2.07  0.428
H 0.68 4.61 0.38  0.029
H 2.49 4.66 0.15  0.289
H 4.19 0.54 0.71  -0.179
H 3.25 1.50 -0.52  0.571
H 4.22 3.73 0.98  0.241
H 5.40 2.50 1.66  0.430
H 6.46 3.41 -0.31  0.460
H 5.83 1.69 -0.77  0.262
H 6.61 0.43 -2.96  0.217
H 6.92 0.96 -4.76  0.335
H 6.48 -1.23 -5.51  0.275
H 6.29 -1.81 -3.79  0.285
H 4.74 -0.59 -6.69  0.250
H 3.00 -0.58 -6.09  0.275
H 3.20 1.64 -5.32  0.288
H 4.85 1.71 -6.11  0.371
H 1.61 -1.59 3.18  0.217
H 3.37 -1.26 3.37  0.368
H 2.60 -1.00 0.36  0.323
H 2.04 -2.55 1.15  0.070
H 4.21 -3.25 1.75  0.348
H 5.04 -1.53 1.55  0.273
H 4.59 0.68 6.22  0.452
H 2.73 0.80 6.18  0.244
H 3.58 -0.72 5.55  0.206
H -1.41 0.43 6.79  0.243
C -0.90 8.91 2.22  -0.530
C -1.31 8.47 0.83  -0.654
C -0.60 7.13 0.71  -0.414
O -0.52 6.58 2.03  -0.315
C -0.87 7.60 2.98  -0.441
H -1.57 9.65 2.66  0.342
H 0.11 9.35 2.19  0.274
H -2.39 8.32 0.80  0.274
H -1.03 9.17 0.05  0.343
H 0.42 7.26 0.33  0.285
H -1.13 6.44 0.05  0.337
H -1.86 7.36 3.38  0.271
H -0.15 7.60 3.80  0.235
C -5.48 -4.24 -4.65  0.419
C -5.94 -5.04 -3.45  -0.726
C -4.62 -5.53 -2.88  -0.398
O -3.64 -4.54 -3.20  -0.408
C -4.20 -3.62 -4.14  -0.499
H -6.21 -3.50 -4.99  -0.156
H -5.27 -4.91 -5.49  0.016
H -6.44 -4.38 -2.73  0.291
H -6.62 -5.86 -3.70  0.387
H -4.31 -6.47 -3.35  0.253
H -4.66 -5.68 -1.80  0.317
H -4.39 -2.67 -3.62  0.200
H -3.48 -3.43 -4.95  0.342
C 4.51 -3.45 8.86  -0.561
C 3.82 -2.36 9.66  -0.560
C 4.34 -1.10 8.99  -0.443
O 4.59 -1.43 7.62  -0.283
C 4.52 -2.86 7.47  -0.489
H 4.02 -4.42 8.91  0.330
H 5.54 -3.57 9.22  0.264
H 2.73 -2.44 9.52  0.258
H 4.03 -2.40 10.73  0.346
H 5.28 -0.78 9.44  0.290
H 3.62 -0.28 9.05  0.267
H 3.60 -3.10 6.93  0.265
H 5.37 -3.20 6.87  0.322
C -8.37 -0.22 -7.39  -0.539
C -8.06 0.27 -5.99  -0.582
C -8.12 -1.01 -5.18  -0.350
O -7.72 -2.07 -6.05  -0.393
C -7.69 -1.58 -7.40  -0.367
H -8.02 0.44 -8.18  0.337
H -9.45 -0.35 -7.50  0.261
H -7.04 0.68 -5.96  0.270
H -8.75 1.04 -5.63  0.347
H -9.15 -1.21 -4.84  0.290
H -7.47 -0.98 -4.31  0.237
H -6.64 -1.49 -7.69  0.190
H -8.18 -2.29 -8.07  0.276
C -4.00 -4.41 -10.07  -0.569
C -2.80 -5.17 -9.57  -0.601
C -2.83 -4.87 -8.08  -0.492
O -4.21 -4.69 -7.73  -0.259
C -4.99 -4.59 -8.94  -0.247
H -4.38 -4.78 -11.03  0.363
H -3.75 -3.35 -10.19  0.265
H -2.93 -6.24 -9.73  0.275
H -1.86 -4.87 -10.04  0.338
H -2.31 -3.94 -7.85  0.299
H -2.40 -5.67 -7.48  0.294
H -5.56 -5.52 -9.05  0.303
H -5.69 -3.76 -8.85  0.021

- Among the records above, which one has the highest largest force on an atom?
  C47H86F2N7O8S3

- The lowest largest force on an atom belongs to which entry?
  C47H84ClFIN6O13P

- Which of these has the lowest DFT total energy?
  C47H84ClFIN6O13P